Below is one molecule with the formula C4H8N4, with properties calculated with ωB97M-V/def2-TZVPD.

Structure (ORCA input):
```
! wB97M-V def2-TZVPD RIJCOSX def2/J DEFGRID3
* xyz 0 1
N 0.6615 -0.9496 -0.8204
C 1.1929 0.0308 -0.0713
N 1.2385 -2.1716 -0.7400
C -1.0478 0.2057 -0.7504
C -0.0645 1.8900 0.8367
C -2.2278 -0.0226 -0.1619
N 0.0836 0.9601 -0.0501
N 2.2206 -0.0264 0.6825
H 1.6277 -2.3815 0.1784
H 0.6673 -2.8855 -1.1707
H 2.3572 0.7786 1.2809
H -0.9428 0.2229 -1.8256
H -1.0197 2.3792 0.9316
H 0.7333 2.1105 1.5307
H -2.3673 0.0152 0.9118
H -3.1129 -0.1560 -0.7623
*
```

Results
Relative energy (zero: lowest compared OMol25 entry of this formula, charge and spin) in kcal/mol: 114.6
HOMO (alpha / beta) in eV: -7.39 / -6.61
Gap between HOMO and LUMO (alpha / beta) in eV: 7.35 / 6.04
E in eV: -10233.2725

Atomic partial charges in e from the Mulliken method, atoms 1 to 5: -0.039, 0.461, -0.593, 0.001, -0.355



Below is a 7-piece molecular cluster, C39H111FN18O9P6 overall, with properties calculated with ωB97M-V/def2-TZVPD.

Structure (ORCA input):
```
! wB97M-V def2-TZVPD RIJCOSX def2/J DEFGRID3
* xyz 0 1
C -7.6290 -5.2298 1.2570
N -7.1574 -4.9336 2.5665
C -5.7060 -4.5704 2.5096
P -8.0746 -4.7081 4.0365
O -7.3264 -4.5829 5.2862
N -8.9787 -3.2003 3.6701
C -9.2306 -2.1827 4.7425
C -9.9378 -3.1818 2.4690
N -9.3735 -5.8520 3.9948
C -8.8488 -7.2450 4.0617
C -10.4434 -5.5911 4.9868
H -7.0334 -6.0414 0.8391
H -7.5829 -4.3611 0.6002
H -8.6148 -5.6917 1.3125
H -5.5350 -3.7270 3.1786
H -5.2948 -4.1118 1.6104
H -5.0755 -5.3803 2.8768
H -8.3420 -2.1464 5.3728
H -9.3093 -1.1543 4.3899
H -10.1100 -2.4706 5.3184
H -10.2380 -2.2161 2.0624
H -9.3963 -3.5227 1.5865
H -10.7989 -3.7595 2.8048
H -8.3456 -7.3799 5.0191
H -9.6109 -8.0185 3.9677
H -8.0903 -7.4857 3.3167
H -11.3559 -6.0963 4.6703
H -10.7116 -4.5356 5.0314
H -10.1810 -5.8721 6.0067
C -0.3159 -2.7234 -1.7475
N -1.3040 -2.2984 -0.8141
C -2.6078 -2.9817 -1.0718
P -1.2328 -1.4031 0.6227
O -2.2587 -1.7708 1.5432
N 0.3003 -1.8057 1.2045
C 1.1685 -0.7600 1.6937
C 0.3367 -3.0117 2.0860
N -1.1959 0.2308 0.1994
C -1.6410 1.2421 1.1585
C -0.6868 0.8317 -1.0481
H -0.1127 -3.7678 -1.5108
H 0.5597 -2.1458 -2.0438
H -0.7552 -3.0076 -2.7037
H -2.6279 -3.1748 -2.1443
H -3.5259 -2.4048 -0.9605
H -2.7897 -3.8539 -0.4438
H 1.0766 -0.3798 2.7111
H 2.2319 -0.9833 1.6084
H 1.0764 0.1428 1.0898
H -0.5712 -3.6146 2.1038
H 1.1881 -3.6121 1.7656
H 0.5989 -2.6013 3.0612
H -2.7302 1.2400 1.1975
H -1.2219 0.9710 2.1275
H -1.4503 2.2714 0.8548
H 0.1746 1.4515 -0.7994
H -1.4200 1.4841 -1.5224
H -0.3576 0.0686 -1.7533
C -13.2961 -7.6822 1.3281
N -12.6257 -8.0690 0.0545
C -12.6358 -7.1452 -1.0889
P -11.8519 -9.6510 -0.0574
O -12.1029 -10.5044 1.1497
N -12.6704 -10.1500 -1.5468
C -13.9892 -10.5964 -1.5555
C -12.0907 -10.0174 -2.9438
N -10.3202 -9.2411 -0.5906
C -9.4745 -10.2501 -1.1549
C -9.5698 -8.1886 0.0786
H -12.8005 -6.8256 1.7849
H -13.3249 -8.5339 2.0077
H -14.3200 -7.3418 1.1735
H -13.1071 -6.2166 -0.7671
H -13.4204 -7.4392 -1.7861
H -11.6971 -7.2473 -1.6334
H -14.3807 -10.7799 -0.5549
H -14.6076 -9.8816 -2.0985
H -14.0987 -11.4821 -2.1813
H -11.5652 -9.0636 -2.9888
H -11.4303 -10.8248 -3.2601
H -12.9207 -10.0936 -3.6462
H -8.3999 -10.1249 -1.0227
H -9.7627 -11.2693 -0.8976
H -9.4837 -10.3073 -2.2434
H -9.7553 -8.2575 1.1505
H -10.1524 -7.3064 -0.1869
H -8.5759 -7.9311 -0.2872
C -4.0101 -8.1760 -3.7297
N -5.5419 -8.1634 -3.6900
C -6.1737 -9.4576 -3.4883
P -6.3642 -6.7286 -3.4486
O -6.6183 -6.3026 -2.0590
N -5.3922 -5.4999 -4.1356
C -5.2365 -5.4284 -5.6706
C -4.8020 -4.4204 -3.2555
N -7.8820 -6.7375 -4.2632
C -8.0936 -7.3188 -5.6193
C -9.0879 -6.4565 -3.4571
H -3.6512 -8.9229 -3.0216
H -3.5446 -7.2084 -3.5420
H -3.8715 -8.5158 -4.7560
H -5.9882 -9.8019 -2.4708
H -5.6419 -10.2778 -3.9705
H -7.1863 -9.4524 -3.8918
H -5.9325 -4.6996 -6.0858
H -4.2262 -5.3629 -6.0746
H -5.5597 -6.3126 -6.2202
H -4.1657 -3.7939 -3.8806
H -5.5306 -3.6773 -2.9315
H -4.2040 -4.9543 -2.5169
H -7.2252 -7.7543 -6.1135
H -8.9317 -8.0153 -5.5983
H -8.3342 -6.5616 -6.3654
H -9.9900 -6.5027 -4.0672
H -8.9849 -5.5333 -2.8868
H -9.0384 -7.1604 -2.6264
C 0.8206 -1.5829 -5.5200
N 1.6118 -2.7423 -6.0365
C 2.2381 -2.4284 -7.3350
P 1.0982 -4.3925 -5.8146
O 0.6621 -4.7858 -4.4283
N -0.0392 -4.7352 -6.9715
C -1.3658 -5.2182 -6.4131
C 0.2477 -4.7018 -8.4486
N 2.5250 -5.3144 -6.2185
C 2.2732 -6.7443 -6.6071
C 3.6413 -5.1121 -5.2389
H 1.4723 -0.7875 -5.1584
H 0.1172 -1.8858 -4.7444
H 0.2431 -0.9955 -6.2338
H 2.7135 -1.4514 -7.2484
H 1.5044 -2.4891 -8.1388
H 2.9643 -3.2217 -7.5124
H -1.4625 -4.7110 -5.4531
H -2.1684 -4.8708 -7.0637
H -1.2925 -6.2833 -6.1937
H 1.2843 -4.8169 -8.7652
H -0.3790 -5.4618 -8.9153
H -0.0781 -3.7453 -8.8574
H 3.1641 -7.2089 -7.0297
H 1.7426 -7.3806 -5.8988
H 1.5919 -6.7460 -7.4579
H 3.8926 -4.0517 -5.2601
H 4.4336 -5.7393 -5.6475
H 3.5019 -5.5549 -4.2527
C -3.3639 -1.9649 -7.4185
N -4.6758 -1.9062 -8.2877
C -5.9130 -1.6724 -7.4698
P -4.8271 -1.6581 -10.0039
O -6.1712 -1.4093 -10.5472
N -3.7001 -0.4208 -10.4691
C -3.9824 0.9757 -10.0608
C -3.1437 -0.5056 -11.8588
N -4.1100 -3.0468 -10.7820
C -4.8685 -4.0811 -11.4168
C -2.7262 -3.4878 -10.3245
H -2.4306 -1.9191 -7.9796
H -3.1517 -2.8440 -6.8100
H -3.4138 -1.1206 -6.7309
H -6.1621 -2.5853 -6.9288
H -6.7622 -1.1655 -7.9280
H -5.6338 -0.9216 -6.7305
H -3.1490 1.5529 -10.4613
H -4.9093 1.4361 -10.4029
H -4.0169 1.1665 -8.9881
H -3.9059 -0.3756 -12.6271
H -2.2887 0.1671 -11.9254
H -2.7808 -1.5258 -11.9833
H -5.7969 -3.6633 -11.8061
H -4.3066 -4.5614 -12.2178
H -5.1366 -4.7511 -10.5999
H -2.6927 -4.0690 -9.4030
H -2.0294 -2.6502 -10.2939
H -2.2626 -4.1860 -11.0215
O -5.4615 -9.3928 0.5331
C -4.7385 -8.4287 0.5431
O -4.0348 -8.0713 1.6254
C -3.1010 -7.0486 1.2654
C -3.3634 -6.8636 -0.2372
F -2.3581 -7.2605 -0.9078
O -4.3307 -7.8493 -0.5435
H -3.3666 -6.1303 1.7890
H -2.0458 -7.2814 1.4081
H -3.4498 -5.7995 -0.4573
*
```

Results
Relative energy (zero: lowest compared OMol25 entry of this formula, charge and spin) in kcal/mol: 0.0
HOMO in eV: -7.84
Gap between HOMO and LUMO in eV: 7.99
Structure (SMILES): CN(C)P(=O)(N(C)C)N(C)C.CN(C)P(=O)(N(C)C)N(C)C.CN(C)P(=O)(N(C)C)N(C)C.CN(C)P(=O)(N(C)C)N(C)C.CN(C)P(=O)(N(C)C)N(C)C.CN(C)P(=O)(N(C)C)N(C)C.O=C1OC[C@@H](F)O1
E in eV: -145944.2763

Atomic partial charges in e from the Mulliken method, atoms 1 to 5: -1.413, 0.650, -1.351, 0.432, -0.817



Below is C6H8LiO6Sc as an isolated structure, with properties calculated with ωB97M-V/def2-TZVPD.

Structure (ORCA input):
```
! wB97M-V def2-TZVPD RIJCOSX def2/J DEFGRID3
* xyz 0 1
Li -1.1909 0.2004 2.3946
O 0.2106 -0.2651 1.1221
O -1.9431 -0.4449 0.5340
C -2.8258 0.2819 -0.3013
C -1.9544 1.3833 -0.9154
O -0.6301 1.0426 -0.5581
C -0.6046 -0.2887 0.0101
H -3.2413 -0.3833 -1.0719
H -3.6143 0.7096 0.3301
H -2.2028 2.3638 -0.4835
H -2.0439 1.4201 -2.0093
Sc 0.6676 2.0055 1.2224
O 2.2188 1.7303 -0.0673
O -0.1480 -1.2019 -0.8209
C 1.2349 -1.7118 0.3315
C 2.5209 -0.9069 0.1410
O 2.6850 -0.1896 -1.0816
C 2.6073 1.1854 -1.1296
H 1.7778 -2.6589 0.5390
H 0.4407 -2.4202 0.6199
H 3.3674 -1.6077 0.1940
H 2.6683 -0.2440 1.0004
*
```

Results
HOMO (alpha / beta) in eV: -5.69 / -6.64
Gap between HOMO and LUMO (alpha / beta) in eV: 5.27 / 5.67
E in eV: -39532.9560

Atomic partial charges in e from the Mulliken method, atoms 1 to 5: 0.415, -0.660, -0.539, -0.347, -0.371



Below is a 2-piece molecular cluster, C32H41NO3 overall, with properties calculated with ωB97M-V/def2-TZVPD.

Structure (ORCA input):
```
! wB97M-V def2-TZVPD RIJCOSX def2/J DEFGRID3
* xyz 0 1
C 0.1152 4.3990 0.2584
C 0.9040 3.1156 0.3041
O 0.0234 2.1655 0.9414
C 0.5427 0.9183 1.0735
C -0.3778 0.1037 1.8764
C -0.0480 -1.2545 2.2306
O -0.3074 -1.6369 3.3876
C 0.6336 -2.2404 1.2975
C 2.1513 -2.1726 1.4159
C 2.6958 -2.4790 2.8260
C 3.5905 -1.3958 3.4616
C 3.1339 -0.8030 4.8233
C 3.1298 0.7267 4.8799
C 2.0073 1.3843 4.0618
C 0.6197 1.1557 4.6552
C -0.4809 1.8221 3.8141
C -1.2440 0.8877 2.8472
O 1.6522 0.6461 0.6122
H 0.5169 5.0352 -0.5393
H -0.9545 4.2271 0.0580
H 0.2103 4.9477 1.2030
H 1.1473 2.7742 -0.7126
H 1.8293 3.2131 0.8937
H 0.3204 -3.2549 1.5950
H 0.3076 -2.0446 0.2708
H 2.5633 -2.8908 0.6971
H 2.4263 -1.1664 1.0791
H 1.8513 -2.7339 3.4838
H 3.3043 -3.3913 2.7296
H 4.5767 -1.8614 3.6374
H 3.7491 -0.5838 2.7391
H 2.1475 -1.1977 5.1057
H 3.8424 -1.1337 5.5957
H 3.0065 1.0543 5.9228
H 4.0830 1.1388 4.5210
H 2.1890 2.4751 3.9957
H 2.0111 1.0239 3.0152
H 0.4152 0.0756 4.7378
H 0.6118 1.5677 5.6829
H -1.2083 2.2579 4.5107
H -0.0619 2.6517 3.2311
H -1.9393 1.5112 2.2565
H -1.8302 0.1863 3.4663
C -2.8952 -4.7144 -1.2065
N -2.5777 -3.3866 -1.7009
C -2.1853 -2.3543 -0.9184
C -1.9586 -1.2111 -1.7223
C -1.4418 0.0270 -1.3238
C -0.8969 0.9395 -2.3190
C 0.1443 0.5709 -3.2143
C 0.6029 1.4552 -4.1857
C -0.0451 2.6807 -4.4157
C 0.4138 3.6530 -5.4610
C -1.2044 2.9490 -3.6820
C -1.5586 2.1621 -2.5921
C -2.3633 -1.5982 -3.0862
C -2.4659 -0.9430 -4.3064
C -2.6389 -1.6902 -5.4762
C -2.7954 -3.0835 -5.4241
C -2.9310 -3.7241 -4.1805
C -2.6950 -2.9684 -3.0351
H -2.6804 -5.4360 -2.0033
H -2.3134 -4.9130 -0.2952
H -3.9591 -4.8091 -0.9377
H -2.0379 -2.4405 0.1555
H -1.6963 0.3805 -0.3271
H 0.5744 -0.4280 -3.1185
H 1.4659 1.1878 -4.8001
H -0.1410 4.5907 -5.3646
H 1.4799 3.8948 -5.3863
H 0.2520 3.2700 -6.4747
H -1.8316 3.7923 -3.9502
H -2.4239 2.4100 -1.9709
H -2.3904 0.1377 -4.3485
H -2.6446 -1.1842 -6.4408
H -2.8387 -3.6602 -6.3505
H -3.1790 -4.7807 -4.0804
*
```

Results
Relative energy (zero: lowest compared OMol25 entry of this formula, charge and spin) in kcal/mol: 50.3
HOMO in eV: -6.23
Gap between HOMO and LUMO in eV: 4.06
E in eV: -41479.3442

Atomic partial charges in e from the Mulliken method, atoms 1 to 5: -1.327, -0.165, -0.127, 0.627, 1.320



Below is C4H7N3O as an isolated structure, with properties calculated with ωB97M-V/def2-TZVPD.

Structure (ORCA input):
```
! wB97M-V def2-TZVPD RIJCOSX def2/J DEFGRID3
* xyz 0 1
C -0.9676 -0.2920 1.4811
C 1.9987 0.8993 -0.1193
C -0.7415 0.1814 0.0507
C 1.0895 -0.2413 -0.3694
N 1.1305 -1.3326 -0.8736
N -0.9926 -1.1317 -0.9631
N -1.7671 -1.2899 -1.8522
O -1.1102 1.2685 -0.3549
H -2.1647 -0.4439 -2.3108
H -2.0353 -0.4512 1.6317
H -0.6242 0.4807 2.1690
H -0.4441 -1.2279 1.6704
H 1.5024 1.8129 -0.4514
H 2.9357 0.7769 -0.6591
H 2.1904 0.9910 0.9508
*
```

Results
Relative energy (zero: lowest compared OMol25 entry of this formula, charge and spin) in kcal/mol: 119.5
HOMO (alpha / beta) in eV: -8.33 / -8.34
Gap between HOMO and LUMO (alpha / beta) in eV: 7.51 / 7.51
E in eV: -10774.5665

Atomic partial charges in e from the Mulliken method, atoms 1 to 5: -1.156, -1.122, 0.875, 0.615, -0.473



Below is C64H60AsN6O2P2RuSTe as an isolated structure, with properties calculated with ωB97M-V/def2-TZVPD.

Structure (ORCA input):
```
! wB97M-V def2-TZVPD RIJCOSX def2/J DEFGRID3
* xyz 0 2
Ru -0.2905 0.0669 -0.6007
N -3.0766 -4.9008 -5.0427
C -3.1121 -4.1952 -3.8453
C -4.2996 -4.0551 -3.1233
C -4.3079 -3.3905 -1.9089
C -3.1413 -2.8368 -1.3999
C -1.9618 -2.9656 -2.1149
C -1.9417 -3.6501 -3.3128
S -3.2520 -2.1395 0.2174
O -4.6004 -1.6552 0.3717
O -2.7952 -3.1589 1.1292
N -2.2251 -0.8590 0.1635
C -2.1288 -0.0981 1.2763
N -1.3143 0.9657 1.0778
C -1.1649 1.7895 2.1222
C -1.8033 1.5673 3.3188
C -2.5929 0.4141 3.4110
N -2.7697 -0.4266 2.4124
H -3.9573 -5.0001 -5.5188
H -2.3274 -4.6452 -5.6645
H -5.2198 -4.4786 -3.5117
H -5.2342 -3.2840 -1.3561
H -1.0434 -2.5298 -1.7570
H -1.0029 -3.7557 -3.8395
H -0.5743 2.6745 1.9512
H -1.7015 2.2575 4.1433
H -3.1031 0.1728 4.3391
Te 4.6385 0.7919 0.7814
C 5.9137 0.3556 -0.8522
C 6.6653 -0.8135 -0.8760
C 7.5417 -1.0342 -1.9324
N 7.7222 -0.1779 -2.9356
C 7.0097 0.9483 -2.8989
C 6.1011 1.2555 -1.8972
C 2.7454 0.3864 0.0258
P 1.6094 1.6552 -0.2981
C 1.9164 2.9088 1.0188
C 1.8392 2.5251 2.3579
C 2.2798 3.3589 3.3725
C 2.8320 4.5952 3.0630
C 2.9594 4.9694 1.7352
C 2.5113 4.1334 0.7202
C 1.7610 2.6896 -1.7758
C 0.8611 3.7413 -1.9625
C 0.9439 4.5439 -3.0863
C 1.9307 4.3117 -4.0395
C 2.8394 3.2834 -3.8520
C 2.7556 2.4841 -2.7158
P 1.6625 -0.8349 0.7270
C 1.1605 -2.3117 -0.2853
C 0.1779 -3.0620 0.3754
C -0.1247 -4.3605 0.0004
C 0.5143 -4.9253 -1.0916
C 1.4824 -4.1984 -1.7723
C 1.8205 -2.9220 -1.3509
C 2.8023 -1.9046 1.7028
C 2.6565 -2.0556 3.0738
C 3.5212 -2.8789 3.7899
C 4.5385 -3.5468 3.1330
C 4.6909 -3.3942 1.7574
C 3.8298 -2.5801 1.0454
H 6.5714 -1.5539 -0.0896
H 8.1284 -1.9477 -1.9669
H 7.1784 1.6501 -3.7114
H 5.5709 2.1989 -1.9228
H 1.5068 1.5260 2.6179
H 2.2096 3.0334 4.4035
H 3.1839 5.2484 3.8522
H 3.4235 5.9139 1.4805
H 2.6362 4.4493 -0.3067
H 0.1066 3.9621 -1.2131
H 0.2408 5.3585 -3.2184
H 1.9878 4.9353 -4.9240
H 3.6126 3.0872 -4.5831
H 3.4828 1.6990 -2.5470
H -0.3322 -2.6480 1.2357
H -0.8928 -4.8969 0.5426
H 0.2576 -5.9276 -1.4138
H 2.0074 -4.6415 -2.6109
H 2.6506 -2.4236 -1.8143
H 1.8608 -1.5335 3.5928
H 3.3904 -2.9944 4.8588
H 5.2128 -4.1897 3.6861
H 5.4871 -3.9154 1.2383
H 3.9661 -2.4624 -0.0220
C -4.6772 1.0074 -8.0261
C -3.4606 0.6655 -7.2107
C -2.8696 -0.5860 -7.2848
C -1.7448 -0.9111 -6.5283
C -1.0776 -2.2327 -6.8166
C -1.2093 0.0337 -5.6403
As 0.2421 -0.6010 -4.4722
N -0.2801 0.3024 -2.8432
C -1.5927 0.5103 -2.5779
C -2.7306 -0.2019 -3.0961
C -3.9777 0.0783 -2.6409
C -4.2115 1.0549 -1.6342
C -3.1684 1.7524 -1.1228
C -1.8549 1.5098 -1.6050
C 1.8178 0.3527 -5.2848
C 3.0348 0.0442 -4.6541
C 3.0912 -0.7385 -3.3833
C 4.2607 0.4091 -5.2019
C 4.3363 1.1075 -6.3893
C 5.6499 1.5407 -6.9769
C 3.1391 1.3761 -7.0374
C 1.8898 0.9938 -6.5487
C 0.7563 1.2795 -7.5089
C -1.7509 1.3297 -5.6108
C -1.1491 2.4685 -4.8296
C -2.8653 1.6144 -6.3902
H -5.0551 0.1340 -8.5575
H -4.4515 1.7797 -8.7645
H -5.4791 1.3899 -7.3921
H -3.2774 -1.3269 -7.9658
H -1.7414 -2.8791 -7.3939
H -0.7513 -2.7634 -5.9267
H -0.1797 -2.0806 -7.4243
H -2.6001 -0.9913 -3.8132
H -4.8157 -0.4908 -3.0256
H -5.2194 1.2269 -1.2788
H -3.3244 2.5129 -0.3674
H -1.0715 2.2024 -1.3500
H 2.1787 -0.6653 -2.8046
H 3.8919 -0.3952 -2.7208
H 3.2806 -1.7905 -3.6145
H 5.1677 0.1357 -4.6715
H 6.4891 1.1249 -6.4194
H 5.7441 2.6293 -6.9646
H 5.7428 1.2203 -8.0159
H 3.1756 1.8771 -7.9999
H 1.1844 1.5415 -8.4760
H 0.1376 2.1178 -7.1897
H 0.0946 0.4339 -7.6632
H -0.0710 2.3617 -4.6997
H -1.5761 2.5678 -3.8323
H -1.3431 3.4077 -5.3532
H -3.2795 2.6190 -6.3581
*
```

Results
Relative energy (zero: lowest compared OMol25 entry of this formula, charge and spin) in kcal/mol: 22.0
HOMO (alpha / beta) in eV: -7.21 / -7.38
Gap between HOMO and LUMO (alpha / beta) in eV: 5.94 / 6.58
E in eV: -180500.9562

Atomic partial charges in e from the Mulliken method, atoms 1 to 5: -0.669, -0.585, 0.409, -0.990, -0.922